This record from OMol25 describes the molecule C2H7NS2 in a non-equilibrium geometry. The level of theory is ωB97M-V/def2-TZVPD.

CARTESIAN COORDINATES (ANGSTROEM)
S1 -0.722924 0.711263 -1.522277
S2 -0.205133 2.523035 -2.222874
N1 -0.293721 -1.654154 1.456314
C1 0.376474 0.152702 -0.164761
C2 -0.451950 -0.242171 1.063766
H1 0.696919 -1.813375 1.647980
H2 1.171890 0.860508 0.082178
H3 -0.424581 -2.223563 0.636724
H4 0.552444 2.146262 -3.268749
H5 -0.102015 0.338345 1.919034
H6 -1.518039 -0.111198 0.948987
H7 0.920633 -0.687655 -0.576325

Cartesian forces, eV/Å:
S -0.41 -0.54 0.20
S 0.37 0.44 -0.03
N 0.85 0.13 0.04
C 0.12 0.53 -0.37
C 0.64 -0.86 0.58
H -0.20 0.05 0.31
H -0.39 0.36 -0.15
H -0.47 -0.32 -0.33
H 0.06 0.02 0.05
H -0.31 0.17 -0.04
H -0.18 0.50 -0.28
H -0.06 -0.48 0.03

Charge ... 0
Energy above the lowest of the compared OMol25 structures with the same formula, charge and spin ... 7.4 kcal per mole
SMILES ... NCCSS
Calculated total energy ... -931.511745 a.u.
Gap between HOMO and LUMO ... 0.35829 Eh
HOMO level ... -9.13 eV

This record from OMol25 describes a structure of composition C2H7O2. The level of theory is ωB97M-V/def2-TZVPD.

CARTESIAN COORDINATES (ANGSTROEM)
O1 0.121925 -1.045068 0.241162
O2 -0.226956 -0.884220 2.668287
C1 0.610358 0.570981 -1.455474
C2 -0.275567 0.159204 -0.267959
H1 0.590202 -0.168193 -2.258753
H2 -0.198075 0.992232 0.460189
H3 0.319021 1.534317 -1.898502
H4 -1.190637 -0.985737 2.711803
H5 -1.345643 0.184368 -0.572511
H6 1.620622 0.692619 -1.060512
H7 -0.025252 -1.050501 1.432266

Cartesian forces, eV/Å:
O 0.00 -0.31 0.22
O -0.35 -0.26 -0.48
C -0.21 0.28 0.09
C 0.05 0.52 -0.19
H 0.13 -0.15 0.12
H 0.03 -0.18 0.16
H -0.12 -0.03 0.12
H 0.39 0.04 0.08
H 0.03 -0.15 -0.18
H 0.13 -0.19 -0.23
H -0.08 0.42 0.28

Charge ... -1
Energy above the lowest of the compared OMol25 structures with the same formula, charge and spin ... 2.4 kcal per mole
Calculated total energy ... -230.880893 a.u.
Gap between HOMO and LUMO ... 0.29705 Eh
HOMO level ... -3.57 eV

This record from OMol25 describes a cluster of 2 separate species, C2H7O2 in total in a non-equilibrium geometry. The level of theory is ωB97M-V/def2-TZVPD.

CARTESIAN COORDINATES (ANGSTROEM)
O1 -0.355684 -0.396888 -0.353768
O2 -2.559779 0.482342 1.042963
C1 2.080427 0.367535 -0.826022
C2 0.963093 -0.529492 -0.085654
H1 -2.022182 0.348674 1.845299
H2 -1.774678 0.158041 0.381473
H3 1.544718 1.049776 -1.444468
H4 1.322953 -1.567667 -0.236319
H5 2.659882 -0.301747 -1.455278
H6 2.750829 0.937762 -0.137704
H7 1.093423 -0.381782 1.014293

Cartesian forces, eV/Å:
O -0.03 0.48 -0.97
O 2.25 -0.89 -0.83
C -0.70 -0.64 1.05
C 0.14 -0.01 1.28
H -0.58 0.19 -0.23
H -1.16 0.61 0.96
H -0.33 0.73 -0.59
H 0.02 -0.25 -0.17
H 0.33 0.10 -0.17
H -0.48 -0.48 -0.39
H 0.55 0.16 0.05

Charge ... -1
Energy above the lowest of the compared OMol25 structures with the same formula, charge and spin ... 12.7 kcal per mole
Calculated total energy ... -230.864383 a.u.
Gap between HOMO and LUMO ... 0.27540 Eh
HOMO level ... -2.82 eV

This record from OMol25 describes a cluster of 2 separate species, C2H7O2 in total in a non-equilibrium geometry. The level of theory is ωB97M-V/def2-TZVPD.

CARTESIAN COORDINATES (ANGSTROEM)
O1 0.674644 0.229268 0.700659
O2 2.061716 2.093453 -0.459264
C1 -0.175132 -0.787259 0.567672
C2 -1.265246 -0.594748 -0.518190
H1 -2.005377 -1.416619 -0.497524
H2 2.499362 2.241595 0.386951
H3 -0.813221 -1.014541 1.468365
H4 0.257264 -1.807858 0.422873
H5 -1.797927 0.323193 -0.293979
H6 1.533248 1.304850 -0.207732
H7 -0.969330 -0.571333 -1.569831

Cartesian forces, eV/Å:
O 0.32 0.05 0.12
O 0.78 0.64 0.00
C -0.86 -0.50 -0.14
C -0.53 -0.60 -0.15
H 0.07 0.07 0.29
H 0.02 0.16 -0.17
H 0.10 0.38 0.27
H 0.45 -0.01 -0.39
H -0.11 0.31 -0.04
H -0.86 -0.75 0.16
H 0.62 0.25 0.07

Charge ... -1
Energy above the lowest of the compared OMol25 structures with the same formula, charge and spin ... 5.1 kcal per mole
Calculated total energy ... -230.876482 a.u.
Gap between HOMO and LUMO ... 0.27672 Eh
HOMO level ... -2.83 eV

This record from OMol25 describes a cluster of 2 separate species, C2H7O2 in total. The level of theory is ωB97M-V/def2-TZVPD.

CARTESIAN COORDINATES (ANGSTROEM)
O1 0.631987 0.644485 -1.011035
O2 2.375840 0.098585 0.729645
C1 -0.463364 -0.119922 -0.814878
C2 -1.178479 0.198252 0.500616
H1 -1.260050 -0.079369 -1.596931
H2 -1.281557 1.288509 0.533214
H3 -2.164273 -0.271575 0.607153
H4 -0.214619 -1.215895 -0.819647
H5 2.437960 -0.832689 0.526555
H6 -0.586887 -0.085272 1.375370
H7 1.703439 0.374894 -0.030061

Cartesian forces, eV/Å:
O 0.01 0.32 -0.47
O 0.01 0.14 -0.22
C 0.01 -0.79 0.17
C -0.03 0.24 0.40
H 0.20 0.40 -0.25
H -0.18 -0.06 0.07
H -0.06 -0.02 -0.15
H -0.07 -0.04 0.18
H 0.21 -0.42 0.12
H 0.16 0.00 -0.11
H -0.25 0.21 0.25

Charge ... -1
Energy above the lowest of the compared OMol25 structures with the same formula, charge and spin ... 1.7 kcal per mole
Calculated total energy ... -230.882006 a.u.
Gap between HOMO and LUMO ... 0.28618 Eh
HOMO level ... -3.07 eV

This record from OMol25 describes a cluster of 2 separate species, C2H7O2 in total in a non-equilibrium geometry. The level of theory is ωB97M-V/def2-TZVPD.

CARTESIAN COORDINATES (ANGSTROEM)
O1 -1.975112 -0.123624 -0.612021
O2 1.494716 -0.278560 0.369581
C1 0.971858 1.013519 0.353945
C2 0.888151 -1.265970 0.090448
H1 1.283479 -2.264285 0.417824
H2 -2.621152 -0.506962 -0.030526
H3 -0.038808 -1.078852 -0.476769
H4 0.248171 1.297985 -0.504420
H5 1.712366 1.777153 0.486095
H6 -2.293075 0.429753 -1.335289
H7 0.329407 0.999840 1.241132

Cartesian forces, eV/Å:
O 1.83 0.11 -0.25
O 3.58 1.03 1.47
C -3.46 2.71 -0.53
C -2.18 -3.04 -1.50
H -0.19 0.99 -0.52
H -1.02 0.22 -0.23
H -0.23 -0.75 0.26
H 1.50 -1.08 1.02
H 0.76 -0.21 -0.13
H -0.75 -0.38 0.49
H 0.16 0.41 -0.07

Charge ... +1
Energy above the lowest of the compared OMol25 structures with the same formula, charge and spin ... 46.5 kcal per mole
Calculated total energy ... -230.526697 a.u.
Gap between HOMO and LUMO ... 0.37201 Eh
HOMO level ... -16.13 eV

This record from OMol25 describes a cluster of 2 separate species, C2H7O2 in total in a non-equilibrium geometry. The level of theory is ωB97M-V/def2-TZVPD.

CARTESIAN COORDINATES (ANGSTROEM)
O1 0.315946 1.415944 1.775602
O2 0.263190 -1.264172 -1.854660
C1 -0.530883 0.609305 1.254623
C2 0.014468 0.131343 -0.003425
H1 -1.579974 0.541605 1.712667
H2 -0.749171 -0.199539 -0.890612
H3 0.241769 1.692290 2.846954
H4 0.696352 -1.030945 -2.653746
H5 0.850831 -0.671852 0.227482
H6 -0.208040 -2.095260 -1.958187
H7 0.685512 0.871282 -0.456697

Cartesian forces, eV/Å:
O -0.22 0.55 4.85
O -0.10 -1.10 -0.10
C 0.29 1.82 -0.18
C -1.41 -1.55 -1.40
H 1.63 -0.56 -0.57
H 1.76 0.78 3.14
H -0.34 -0.86 -3.93
H 0.53 -0.15 -1.46
H -2.05 0.96 -0.22
H 0.19 -0.20 -0.48
H -0.27 0.33 0.35

Charge ... +1
Energy above the lowest of the compared OMol25 structures with the same formula, charge and spin ... 56.4 kcal per mole
Calculated total energy ... -230.510873 a.u.
Gap between HOMO and LUMO ... 0.35580 Eh
HOMO level ... -15.57 eV

This record from OMol25 describes the molecule C2H7O2P in a non-equilibrium geometry. The level of theory is ωB97M-V/def2-TZVPD.

CARTESIAN COORDINATES (ANGSTROEM)
P1 0.146969 0.811248 -0.823799
O1 -1.080409 -1.229608 0.599236
O2 -0.446132 1.841236 0.375608
C1 1.704168 -0.326573 0.300661
C2 -1.203133 -0.518583 -0.706129
H1 -2.115795 -0.002152 -0.742682
H2 1.782941 -1.234009 -0.323503
H3 2.674051 0.338378 0.353854
H4 1.193616 -0.474076 1.262683
H5 -0.966001 -1.300454 -1.421720
H6 -0.749708 -0.498934 1.166225
H7 -0.940566 2.593530 -0.040436

Cartesian forces, eV/Å:
P 1.34 -1.23 0.98
O -0.15 1.75 -0.72
O -0.33 0.35 -0.61
C -1.00 2.78 -1.40
C 3.23 -1.11 2.16
H -1.50 0.33 -0.55
H 0.14 0.46 0.57
H -2.11 -1.47 -0.15
H 0.76 -0.16 -0.33
H -0.63 0.23 -0.50
H -0.57 -0.94 0.02
H 0.81 -1.00 0.52

Charge ... 0
Energy above the lowest of the compared OMol25 structures with the same formula, charge and spin ... 45.5 kcal per mole
SMILES ... CP(O)CO
Calculated total energy ... -572.180028 a.u.
Gap between HOMO and LUMO ... 0.34962 Eh
HOMO level ... -8.80 eV